# C62H55FGeO5P3Rb

A structure of composition C62H55FGeO5P3Rb (the ωB97M-V functional and the def2-TZVPD basis, OMol25).

Output
- Net charge: 0
- LUMO energy: 0.0119 hartree
- Maximum force: 0.681 eV/Å
- Total energy: -5996.9075 Ha
- Orbital gap: 7.77 eV
- Multiplicity: 1
- Molecular weight: 1150.11 g mol⁻¹

CARTESIAN COORDINATES (ANGSTROEM)
1 Rb 0.92 0.07 1.13
2 F -3.60 0.84 -2.97
3 Ge -2.15 0.30 -2.13
4 C -0.84 0.50 -3.58
5 C -1.29 1.19 -4.71
6 C -0.47 1.33 -5.82
7 C 0.80 0.78 -5.83
8 C 1.25 0.07 -4.72
9 C 0.43 -0.09 -3.60
10 P 0.97 -1.06 -2.15
11 C 0.77 -2.80 -2.67
12 C 1.15 -3.78 -1.75
13 C 0.97 -5.13 -2.05
14 C 0.41 -5.50 -3.26
15 C 0.03 -4.53 -4.17
16 C 0.21 -3.18 -3.88
17 C 2.78 -0.81 -2.18
18 C 3.70 -1.82 -2.45
19 C 5.07 -1.56 -2.39
20 C 5.52 -0.28 -2.07
21 C 4.61 0.73 -1.80
22 C 3.25 0.46 -1.85
23 C -2.26 1.46 -0.57
24 C -3.46 1.22 0.11
25 C -3.87 2.01 1.17
26 C -3.08 3.08 1.56
27 C -1.89 3.34 0.89
28 C -1.47 2.54 -0.17
29 P 0.13 2.86 -1.01
30 C 0.80 4.29 -0.09
31 C 1.58 4.02 1.05
32 C 2.09 5.07 1.81
33 C 1.86 6.38 1.43
34 C 1.10 6.65 0.30
35 C 0.57 5.61 -0.45
36 C -0.37 3.62 -2.59
37 C -1.66 4.08 -2.86
38 C -1.96 4.66 -4.09
39 C -0.97 4.79 -5.05
40 C 0.32 4.34 -4.79
41 C 0.61 3.75 -3.57
42 C -2.59 -1.61 -1.98
43 C -3.10 -2.06 -3.21
44 C -3.38 -3.40 -3.44
45 C -3.12 -4.33 -2.45
46 C -2.63 -3.91 -1.22
47 C -2.38 -2.56 -0.97
48 P -1.83 -2.01 0.71
49 C -3.44 -1.81 1.57
50 C -3.38 -1.41 2.91
51 C -4.55 -1.18 3.62
52 C -5.79 -1.33 3.01
53 C -5.85 -1.73 1.68
54 C -4.68 -1.97 0.96
55 C -1.22 -3.54 1.51
56 C -2.06 -4.52 2.06
57 C -1.52 -5.65 2.66
58 C -0.14 -5.82 2.73
59 C 0.70 -4.85 2.20
60 C 0.16 -3.72 1.60
61 H -2.28 1.63 -4.72
62 H -0.83 1.88 -6.68
63 H 1.45 0.89 -6.69
64 H 2.24 -0.37 -4.72
65 H 1.59 -3.50 -0.81
66 H 1.27 -5.88 -1.33
67 H 0.26 -6.55 -3.49
68 H -0.42 -4.82 -5.12
69 H -0.10 -2.43 -4.60
70 H 3.36 -2.81 -2.71
71 H 5.77 -2.35 -2.61
72 H 6.59 -0.08 -2.03
73 H 4.95 1.72 -1.54
74 H 2.54 1.25 -1.61
75 H -4.11 0.40 -0.20
76 H -4.80 1.78 1.68
77 H -3.39 3.72 2.38
78 H -1.28 4.18 1.21
79 H 1.79 3.01 1.38
80 H 2.67 4.84 2.69
81 H 2.27 7.20 2.02
82 H 0.92 7.68 0.00
83 H -0.03 5.83 -1.33
84 H -2.44 3.99 -2.11
85 H -2.96 5.01 -4.29
86 H -1.20 5.25 -6.01
87 H 1.09 4.43 -5.55
88 H 1.61 3.37 -3.38
89 H -3.29 -1.35 -4.00
90 H -3.77 -3.70 -4.40
91 H -3.30 -5.39 -2.63
92 H -2.44 -4.64 -0.45
93 H -2.42 -1.28 3.38
94 H -4.49 -0.88 4.66
95 H -6.70 -1.14 3.57
96 H -6.81 -1.85 1.19
97 H -4.75 -2.28 -0.07
98 H -3.13 -4.40 2.02
99 H -2.18 -6.40 3.08
100 H 0.27 -6.70 3.21
101 H 1.78 -4.95 2.26
102 H 0.84 -2.97 1.22
103 C 3.71 -1.53 5.54
104 C 2.90 -0.55 4.70
105 O 2.59 -0.91 3.57
106 C 2.55 0.74 5.27
107 C 2.93 1.04 6.60
108 C 2.62 2.22 7.21
109 C 1.88 3.18 6.49
110 C 1.49 2.94 5.21
111 C 1.81 1.72 4.52
112 O 1.43 1.57 3.30
113 H 3.17 -1.82 6.44
114 H 4.66 -1.10 5.84
115 H 3.88 -2.42 4.94
116 H 3.49 0.30 7.16
117 H 2.93 2.42 8.23
118 H 1.62 4.12 6.96
119 H 0.92 3.67 4.64
120 O 3.48 1.03 1.44
121 H 2.93 1.01 2.25
122 H 4.24 1.57 1.68
123 O -1.10 0.80 2.72
124 H -1.83 1.15 3.22
125 H -0.28 1.20 3.10
126 O 3.10 -2.12 1.13
127 H 3.92 -1.83 0.73
128 H 3.14 -1.82 2.06

Atom charges from the Löwdin analysis, given in e for atoms 1 to 2:
1 Rb 0.8049
2 F -0.2601